1.
Density functional theory data (ωB97M-V with the def2-TZVPD basis set) for a 2-piece molecular cluster, C4H14NO3 overall at a distorted geometry.

Each line ends with the Löwdin charge.
Element x y z (Å)
C (1.62, 1.13, -0.33)  -0.227
O (2.58, 1.29, 0.69)  -0.065
C (0.61, 0.06, 0.07)  -0.268
C (-0.87, 0.10, -0.60)  -0.326
C (-1.49, 1.47, -0.21)  -0.023
O (-1.52, -0.84, 0.22)  -0.076
N (0.37, 0.15, 1.51)  0.155
H (1.13, 2.19, -0.36)  0.155
H (1.87, 0.88, -1.37)  0.144
H (3.06, 0.41, 0.70)  0.146
H (1.02, -1.05, -0.15)  0.191
H (-0.89, -0.08, -1.70)  0.166
H (-2.37, 1.78, -0.83)  0.111
H (-0.71, 2.20, -0.28)  0.052
H (-1.85, 1.55, 0.83)  0.089
H (-1.40, -1.72, -0.22)  0.067
H (-0.48, 0.66, 1.71)  0.122
H (1.26, 0.75, 2.03)  0.273
H (0.04, -0.75, 1.93)  0.182
H (-0.79, -3.98, -0.75)  0.092
H (-0.64, -3.14, -1.94)  0.086
O (-0.54, -3.06, -0.97)  -0.044

For the energy relative to the best compared isomer or geometry (same formula, charge and spin), the calculation gives 185.0 kJ/mol. Its net charge is +1. The total energy comes out at -11999.8929 eV.

***

2.
Density functional theory data (ωB97M-V with the def2-TZVPD basis set) for a 2-piece molecular cluster, C4H14NOS2 overall at a distorted geometry.

Each line ends with the Löwdin charge.
Element x y z (Å)
N (1.36, -0.48, -0.59)  0.232
C (-0.15, -0.29, -1.31)  -0.325
C (-0.08, -1.24, -2.49)  -0.013
C (-1.26, -0.60, -0.42)  -0.466
S (-2.44, 0.62, 0.20)  0.786
S (-1.57, 2.49, 0.30)  0.785
C (-0.63, 2.62, 1.80)  -0.398
H (1.87, -1.36, -0.78)  0.180
H (2.08, 0.20, -0.83)  0.169
H (1.22, -0.49, 0.35)  -0.004
H (-0.08, 0.74, -1.60)  0.121
H (-0.08, -2.25, -1.90)  0.143
H (0.96, -1.13, -3.01)  0.145
H (-0.96, -1.07, -3.05)  0.086
H (-1.94, -1.24, -0.89)  0.077
H (-0.80, -1.08, 0.52)  0.112
H (0.55, 2.50, 1.80)  0.126
H (-0.79, 2.00, 2.61)  0.027
H (-0.68, 3.59, 2.26)  0.062
H (0.50, -1.58, 2.51)  0.121
H (1.74, -0.78, 2.64)  0.126
O (1.18, -1.17, 1.89)  -0.089

The expectation value of S² is 0.756. For the energy relative to the best compared isomer or geometry (same formula, charge and spin), the calculation gives 164.2 kJ/mol. Its net charge is +2. The total energy comes out at -29563.0677 eV. Its spin multiplicity is 2.

***

3.
Density functional theory data (ωB97M-V with the def2-TZVPD basis set) for an isolated ion of composition C4H14NOSi2 and charge +1 at a distorted geometry.

Each line ends with the Löwdin charge.
Element x y z (Å)
O (-1.03, 1.98, -0.02)  -0.367
Si (-0.14, 2.39, 1.42)  0.686
C (0.81, 0.76, 2.15)  -0.280
C (0.52, -0.53, 1.38)  -0.308
C (1.03, -0.57, -0.10)  -0.256
Si (-0.07, -0.01, -1.66)  0.928
C (-1.49, -1.28, -1.58)  -0.220
N (-0.34, -1.92, -2.18)  -0.097
H (-1.50, 2.69, -0.56)  0.090
H (-1.21, 2.63, 2.51)  -0.003
H (1.04, 3.23, 0.85)  -0.010
H (0.44, 0.69, 3.09)  0.020
H (1.88, 0.93, 2.13)  0.069
H (1.08, -1.32, 1.87)  0.111
H (-0.46, -0.82, 1.49)  0.064
H (1.84, 0.20, -0.13)  0.067
H (1.46, -1.58, -0.44)  0.093
H (0.55, 0.52, -2.85)  -0.006
H (-2.34, -1.14, -2.14)  0.048
H (-1.73, -1.84, -0.65)  0.111
H (0.07, -2.57, -1.50)  0.108
H (-0.42, -2.44, -3.08)  0.153

The structure (SMILES) is O[SiH2]CCC[Si@@H]1C[NH2+]1. Its net charge is +1. The total energy comes out at -23660.3672 eV.

***

4.
Density functional theory data (ωB97M-V with the def2-TZVPD basis set) for a 2-piece molecular cluster, C4H14NS2 overall at a distorted geometry.

Each line ends with the Löwdin charge.
Element x y z (Å)
C (0.50, 1.30, 0.47)  -0.253
C (0.19, 2.75, 0.10)  -0.538
S (1.35, 3.29, -1.23)  0.745
N (-0.50, 0.85, 1.49)  0.131
H (1.47, 1.20, 0.92)  0.126
H (0.39, 0.62, -0.38)  0.111
H (0.30, 3.44, 0.96)  0.086
H (-0.85, 2.82, -0.30)  0.088
H (0.43, 3.90, -1.96)  -0.141
H (-0.39, -0.20, 1.67)  0.021
H (-1.45, 0.98, 1.16)  0.166
H (-0.38, 1.34, 2.36)  0.157
C (-0.91, -2.31, -1.35)  -0.175
C (0.29, -2.77, -0.52)  -0.559
S (0.10, -2.25, 1.23)  0.753
H (-0.99, -1.21, -1.33)  0.053
H (-1.84, -2.74, -0.98)  0.071
H (-0.76, -2.61, -2.42)  0.098
H (0.38, -3.88, -0.51)  0.084
H (1.23, -2.32, -0.91)  0.082
H (1.41, -2.20, 1.52)  -0.107

For the energy relative to the best compared isomer or geometry (same formula, charge and spin), the calculation gives 60.5 kJ/mol. Its net charge is +1. The total energy comes out at -27529.0869 eV.

***

5.
Density functional theory data (ωB97M-V with the def2-TZVPD basis set) for a 3-piece molecular cluster, C4H14O2 overall at a distorted geometry.

Each line ends with the Löwdin charge.
Element x y z (Å)
C (0.27, -0.71, -2.66)  -0.104
C (-0.04, -1.49, -1.37)  -0.273
C (1.07, -1.42, -0.34)  -0.290
C (0.62, -1.64, 1.10)  -0.116
H (-0.18, 0.28, -2.61)  0.044
H (-0.03, -1.14, -3.62)  0.068
H (1.34, -0.52, -2.79)  0.071
H (-0.27, -2.54, -1.61)  0.109
H (-0.99, -1.13, -0.98)  0.095
H (1.56, -0.45, -0.38)  0.100
H (1.84, -2.12, -0.63)  0.105
H (-0.10, -0.85, 1.36)  0.069
H (1.48, -1.62, 1.78)  0.070
H (0.04, -2.55, 1.26)  0.069
O (0.01, 1.66, 4.57)  -0.060
H (0.48, 2.42, 4.21)  0.034
H (-0.30, 1.20, 3.78)  0.023
O (-1.55, 2.88, -1.66)  -0.059
H (-1.22, 1.98, -1.69)  0.004
H (-2.22, 2.90, -2.36)  0.040

For the energy relative to the best compared isomer or geometry (same formula, charge and spin), the calculation gives 52.4 kJ/mol. The structure (SMILES) is CCCC.O.O. The total energy comes out at -8469.8160 eV.

***

6.
Density functional theory data (ωB97M-V with the def2-TZVPD basis set) for a 3-piece molecular cluster, C4H14O2 overall at a distorted geometry.

Each line ends with the Löwdin charge.
Element x y z (Å)
C (-1.63, 0.00, -2.14)  -0.128
C (-0.82, 1.08, -1.42)  -0.269
C (-1.33, 1.34, 0.01)  -0.270
C (-0.19, 1.62, 1.00)  -0.122
H (-1.09, -0.42, -3.00)  0.067
H (-2.58, 0.32, -2.56)  0.066
H (-1.86, -0.83, -1.46)  0.062
H (-0.94, 2.01, -1.96)  0.096
H (0.23, 0.78, -1.45)  0.103
H (-1.91, 0.49, 0.37)  0.092
H (-1.96, 2.23, -0.03)  0.102
H (0.46, 0.75, 1.11)  0.066
H (-0.58, 1.80, 2.02)  0.068
H (0.41, 2.46, 0.66)  0.069
O (2.86, -0.83, 4.42)  -0.063
H (2.61, -1.24, 3.58)  0.029
H (3.33, -1.54, 4.88)  0.033
O (1.88, -3.04, -1.51)  -0.067
H (0.94, -3.24, -1.62)  0.029
H (2.18, -3.73, -0.90)  0.036

For the energy relative to the best compared isomer or geometry (same formula, charge and spin), the calculation gives 52.0 kJ/mol. The structure (SMILES) is CCCC.O.O. The total energy comes out at -8469.8203 eV.